# 1
Molecular formula: C11H28N4OS2SrTe
Method: DFT, ωB97M-V/def2-TZVPD

- LUMO (eV) = -0.1
- Kohn-Sham gap (eV) = 4.80
- HOMO (eV) = -4.9

Positions of all 48 atoms, in Å:
Sr  0.04  -1.14  0.85
N  -0.18  -1.19  3.58
C  -1.55  -1.36  3.12
C  -1.79  -2.65  2.29
C  -2.65  -2.33  1.05
N  -2.44  -3.29  -0.03
H  0.02  -1.87  4.31
H  -0.06  -0.26  3.96
H  -1.73  -0.56  2.40
H  -2.34  -1.28  3.87
H  -2.36  -3.37  2.89
H  -0.86  -3.19  2.06
H  -2.46  -1.33  0.62
H  -3.67  -2.26  1.44
H  -3.05  -3.09  -0.81
H  -2.67  -4.23  0.29
Te  2.73  0.07  0.95
C  -3.64  1.49  -0.04
C  -3.14  1.86  1.36
S  -1.34  1.86  1.45
O  -0.99  2.16  2.86
C  -1.01  3.32  0.45
C  0.47  3.40  0.09
H  -4.01  2.37  -0.58
H  -4.45  0.77  0.00
H  -2.85  1.06  -0.65
H  -3.45  1.13  2.11
H  -3.49  2.83  1.70
H  -1.33  4.15  1.08
H  -1.66  3.27  -0.43
H  1.09  3.38  0.99
H  0.66  4.31  -0.46
H  0.78  2.54  -0.51
S  0.70  -1.75  -2.12
C  2.26  -1.20  -2.55
N  3.32  -1.44  -1.79
C  4.60  -0.74  -1.95
C  4.45  0.46  -2.86
C  3.68  0.07  -4.10
N  2.42  -0.53  -3.70
H  3.07  -1.63  -0.83
H  5.35  -1.44  -2.33
H  4.89  -0.42  -0.95
H  5.43  0.86  -3.12
H  3.90  1.23  -2.31
H  4.26  -0.63  -4.71
H  3.46  0.94  -4.72
H  1.58  -0.35  -4.21

Here are the Mulliken charges for atoms 1 to 6, given in e: 0.7258 -0.2188 -0.7868 -1.1671 0.0189 -0.4168

***

# 2
Molecular formula: C4H13NO3
Method: DFT, ωB97M-V/def2-TZVPD

- LUMO (spin up / spin down) (eV) = -7.6 / -7.6
- 2S+1 = 2
- Kohn-Sham gap (spin up / spin down) (eV) = 7.05 / 7.07
- net charge = +1
- HOMO (spin up / spin down) (eV) = -14.7 / -14.7

Positions of all 21 atoms, in Å:
C  1.76  -0.02  0.15
N  0.67  -1.02  0.20
C  0.97  -2.19  0.92
C  -0.57  -0.28  0.41
C  -0.74  0.66  1.42
O  -1.69  1.48  1.34
H  1.65  0.76  -0.60
H  2.70  -0.58  0.22
H  1.91  0.49  1.13
H  2.05  -2.35  0.81
H  0.91  -2.10  2.11
H  0.20  -2.92  0.68
H  -1.37  -0.50  -0.31
H  0.46  -1.73  2.80
H  -0.01  0.67  2.29
H  -0.45  1.57  -1.60
H  -1.29  2.38  -0.67
O  -0.66  2.49  -1.41
H  0.22  -0.66  -1.72
H  -0.90  -0.76  -2.80
O  -0.02  -1.07  -2.56

Here are the Mulliken charges for atoms 1 to 6, given in e: -0.7759 0.0279 -0.2718 -0.3218 -0.1394 -0.4271

***

# 3
Molecular formula: C2H2Br3ClS
Method: DFT, ωB97M-V/def2-TZVPD

- LUMO (eV) = -0.1
- Kohn-Sham gap (eV) = 9.09
- HOMO (eV) = -9.2

Positions of all 9 atoms, in Å:
C  -0.49  0.29  -0.20
C  0.35  -0.44  1.03
S  0.09  -0.16  -1.88
Cl  0.87  1.61  -2.22
Br  -2.34  -0.44  -0.14
Br  2.14  0.48  1.03
Br  0.35  -2.35  0.70
H  -0.63  1.36  -0.24
H  -0.34  -0.36  1.92

Here are the Mulliken charges for atoms 1 to 6, given in e: -0.8103 -0.1017 0.2122 -0.1406 -0.0608 -0.0809

***

# 4
Molecular formula: C3H11NO
Method: DFT, ωB97M-V/def2-TZVPD

- LUMO (eV) = 0.9
- Kohn-Sham gap (eV) = 8.94
- HOMO (eV) = -8.0

Positions of all 16 atoms, in Å:
C  -0.61  -1.14  -0.40
C  -0.42  0.36  -0.20
N  -0.51  0.69  1.22
C  0.67  0.67  2.22
H  -0.23  -1.59  -1.39
H  0.02  -1.68  0.33
H  -1.62  -1.42  -0.01
H  0.54  0.46  -0.67
H  -1.06  0.94  -0.75
H  -1.44  1.04  1.66
H  0.22  0.30  3.17
H  0.90  1.68  2.27
H  1.52  0.14  1.82
H  0.57  0.17  -2.40
H  0.55  -0.16  -3.86
O  0.90  -0.46  -3.01

Here are the Mulliken charges for atoms 1 to 6, given in e: -0.8240 -0.6867 -0.2553 -0.8516 0.3311 0.2575

***

# 5
Molecular formula: C17H37N4O
Method: DFT, ωB97M-V/def2-TZVPD

- LUMO (eV) = -3.3
- Kohn-Sham gap (eV) = 9.09
- net charge = +1
- HOMO (eV) = -12.4

Positions of all 59 atoms, in Å:
C  4.86  1.56  1.03
C  5.31  2.91  0.25
C  4.26  3.23  -0.93
N  3.79  4.64  -0.97
C  2.75  5.16  -0.31
N  2.43  6.55  -0.52
C  1.27  6.72  0.33
N  1.00  5.45  0.96
N  1.91  4.47  0.62
O  1.90  3.21  1.09
C  0.61  2.55  0.91
C  0.78  1.05  1.51
C  -0.26  0.77  2.71
C  0.62  -0.04  0.32
C  -0.85  0.00  -0.34
C  1.66  0.16  -0.88
H  3.75  1.35  0.84
H  4.98  1.65  2.16
H  5.50  0.68  0.67
H  5.45  3.80  0.95
H  6.30  2.64  -0.27
H  4.77  3.03  -1.94
H  3.33  2.56  -0.91
H  4.31  5.29  -1.58
H  0.72  7.70  0.45
H  0.20  5.41  1.59
H  0.38  2.47  -0.21
H  -0.25  3.05  1.46
H  1.84  0.92  1.95
H  -0.82  1.71  3.05
H  -1.01  -0.03  2.43
H  0.31  0.38  3.63
H  0.79  -1.08  0.77
H  -1.06  0.96  -0.93
H  -0.90  -0.86  -1.08
H  -1.69  -0.16  0.41
H  2.74  -0.08  -0.56
H  1.40  -0.61  -1.69
H  1.62  1.19  -1.37
C  -5.22  -5.77  -2.27
C  -5.12  -5.32  -0.81
C  -4.70  -3.86  -0.66
C  -3.32  -3.50  -1.22
C  -2.16  -4.31  -0.63
C  -1.97  -4.09  0.86
H  -4.26  -5.70  -2.78
H  -5.55  -6.81  -2.32
H  -5.95  -5.15  -2.81
H  -4.42  -5.97  -0.28
H  -6.09  -5.46  -0.34
H  -4.75  -3.59  0.40
H  -5.45  -3.22  -1.16
H  -3.14  -2.44  -1.04
H  -3.32  -3.63  -2.30
H  -1.24  -4.00  -1.14
H  -2.28  -5.37  -0.84
H  -1.80  -3.04  1.09
H  -1.11  -4.66  1.22
H  -2.84  -4.43  1.43

Here are the Mulliken charges for atoms 1 to 6, given in e: -0.5467 -0.4653 0.0857 -0.1760 0.1725 -0.5443

***

# 6
Molecular formula: C4H7N3O
Method: DFT, ωB97M-V/def2-TZVPD

- LUMO (spin up / spin down) (eV) = 0.6 / 0.6
- Kohn-Sham gap (spin up / spin down) (eV) = 6.90 / 6.90
- HOMO (spin up / spin down) (eV) = -6.3 / -6.3

Positions of all 15 atoms, in Å:
C  0.76  1.46  -0.41
N  -0.77  0.21  1.48
C  -0.73  -0.46  0.30
C  0.24  0.07  -0.66
N  -1.41  -1.60  0.04
C  1.36  0.48  0.58
O  0.32  -0.54  -1.91
N  0.70  0.05  1.74
H  0.17  0.12  -2.59
H  -1.25  -0.29  2.22
H  -1.28  -1.99  -0.88
H  -2.13  -1.90  0.68
H  1.48  1.78  -1.17
H  0.08  2.23  -0.05
H  2.44  0.39  0.62

Here are the Mulliken charges for atoms 1 to 6, given in e: -0.6817 -0.1475 0.0518 0.5466 -0.3685 -0.2130

***

Asked for energy above the lowest of the compared OMol25 structures with the same formula, charge and spin across the records above, the calculation gives 0.0000 6.4389 0.5792 2.0618 5.1397 5.0417 eV in order.
Asked for energy across the records above, the calculation gives -49668.5579 -11977.1846 -235590.5606 -6825.1837 -26225.7910 -10774.7056 eV in order.